59
Properties=species:S:1:pos:R:3:forces:R:3 method="wB97M-V/def2-TZVPD" charge=-1
C 3.412243 -3.888926 0.354495 0.2869 -0.2556 -0.0337
C 2.247804 -3.178690 -0.215769 -1.8365 0.8044 -0.6905
N 1.925337 -3.323062 -1.487186 0.3405 0.2093 -0.2042
C 0.837584 -2.524141 -1.734517 0.0573 0.1953 1.4377
C 0.449567 -1.897812 -0.568964 0.5318 -0.6215 -0.5621
N 1.329788 -2.329571 0.407174 0.5945 -0.3567 -1.5614
C 1.274628 -2.002579 1.813751 -0.2291 0.2176 1.4978
C 2.629530 -1.475042 2.268290 -0.6530 0.0716 -0.0115
C 3.346296 -2.103529 3.291355 0.2690 0.5683 -0.2627
C 4.630754 -1.634044 3.600722 -0.7361 -0.1053 0.0274
C 5.162801 -0.539979 2.919710 0.2846 0.0812 -0.1673
C 4.404896 0.083004 1.936357 -0.7254 0.2705 -0.2299
F 4.894324 1.186997 1.275272 -0.1292 -0.8060 0.6193
C 3.110963 -0.339229 1.619220 1.0761 0.1338 0.2806
C 0.097623 -1.091102 2.171480 0.1233 -0.3982 0.6025
C -1.194258 -1.661533 2.234758 0.3672 0.1028 0.0778
C -2.313910 -0.893424 2.477339 0.1318 0.4661 0.1476
C -3.750849 -1.454589 2.454740 0.4901 0.2213 0.0396
C -4.530385 -1.083776 3.721598 0.0218 0.1144 0.1156
C -3.732673 -2.973042 2.333839 -0.0651 -0.1275 -0.0646
C -4.489031 -0.874775 1.244018 -0.0028 0.1051 -0.1312
C -2.139944 0.549140 2.665013 0.0114 0.3685 -0.4800
O -3.144014 1.313364 2.698968 -0.3659 0.0878 0.2604
C -0.795103 1.112826 2.766436 -0.6122 -0.5567 0.1722
C -0.648154 2.634420 3.009389 -0.1197 -0.5208 0.0301
C -1.250693 3.388850 1.818162 -0.0857 -0.0680 -0.1670
C 0.814311 3.044795 3.146182 0.1084 0.0635 -0.0166
C -1.383622 3.100047 4.273082 -0.1384 -0.0634 0.1193
C 0.263311 0.245416 2.567129 0.2797 0.0214 -0.1340
H 3.800991 -3.437447 1.263688 0.0016 -0.1062 -0.0819
H 3.149970 -4.938471 0.536184 0.1262 0.1326 0.1299
H 4.184070 -3.872144 -0.428438 -0.1377 -0.0764 0.3508
H 0.384487 -2.427801 -2.699112 -0.0435 -0.0723 -0.2794
H -0.359149 -1.220134 -0.375105 -0.0088 0.0597 0.2259
H 1.108092 -2.957627 2.318970 0.0523 -0.0761 0.1817
H 2.878563 -2.930794 3.834886 0.3219 0.2164 -0.2560
H 5.183301 -2.123405 4.398925 0.0786 0.1789 -0.1746
H 6.158742 -0.168166 3.148295 -0.1791 -0.0415 -0.0667
H 2.478388 0.243008 0.943993 0.3930 -0.4324 -0.0423
H -1.271327 -2.752032 2.146696 -0.0137 0.3807 -0.2625
H -4.614910 0.000352 3.813519 0.0988 -0.1244 0.0056
H -5.538763 -1.508531 3.671295 0.0098 -0.0510 0.0108
H -4.032640 -1.481025 4.611585 -0.0275 0.0128 -0.0179
H -3.235786 -3.282830 1.408009 -0.0357 -0.0743 0.1413
H -3.224733 -3.427079 3.192845 -0.0136 -0.0234 -0.1500
H -4.760230 -3.352759 2.306051 0.0716 0.0252 0.0163
H -3.944989 -1.111484 0.322728 -0.1073 -0.0100 0.0391
H -5.492744 -1.306729 1.187997 -0.0506 -0.0152 -0.0829
H -4.566789 0.211326 1.338326 0.0490 -0.1847 -0.0231
H -2.318281 3.169368 1.737893 0.1964 -0.0144 -0.0122
H -1.116431 4.465381 1.959609 0.0363 0.0545 -0.0525
H -0.754019 3.085175 0.890923 -0.0272 0.0869 0.0152
H 1.278917 2.585938 4.026945 0.0248 -0.0251 -0.1612
H 1.385556 2.783493 2.248807 0.0368 -0.0134 0.1354
H 0.871956 4.133091 3.271052 0.0046 -0.1114 -0.0099
H -0.983784 2.608226 5.164794 -0.0111 -0.0058 -0.0234
H -1.254441 4.181690 4.393481 0.0548 -0.0120 0.0127
H -2.452296 2.891401 4.196698 0.1532 -0.0907 0.0035
H 1.282474 0.576498 2.767076 -0.3291 0.1896 -0.2829

=====

93
Properties=species:S:1:pos:R:3:forces:R:3 method="wB97M-V/def2-TZVPD" de_lowest_ev=0.0000
Ti 0.813195 -1.327458 -1.236268 0.0869 0.5223 -0.0831
C 5.112287 -0.664077 -1.331103 0.0443 -0.0162 -0.0733
C 3.675558 -0.333840 -1.580147 -0.0040 0.0557 -0.0505
O 2.856226 -1.264544 -1.437041 0.1839 -0.0684 0.2016
C 3.267544 0.985208 -1.992423 -0.0135 0.0132 -0.0248
C 4.212956 2.017399 -2.157942 -0.0296 0.0141 0.0335
C 3.834863 3.264636 -2.580934 -0.0522 -0.0160 -0.0103
C 2.482683 3.506902 -2.866629 0.0581 0.0062 -0.0019
C 1.538563 2.518555 -2.733093 0.0125 0.0565 -0.0333
C 1.908377 1.239749 -2.285882 0.1209 0.0048 0.0561
O 0.976032 0.325856 -2.164980 -0.0947 -0.2080 -0.0390
H 5.175241 -1.673990 -0.937295 0.0134 -0.0051 -0.0234
H 5.548062 0.036221 -0.619288 -0.0089 0.0134 0.0192
H 5.675807 -0.594005 -2.263740 0.0309 -0.0012 0.0300
H 5.253416 1.824676 -1.936392 0.0058 -0.0112 -0.0010
H 4.567370 4.051123 -2.693385 -0.0049 0.0075 0.0007
H 2.177467 4.491949 -3.196976 -0.0113 -0.0033 -0.0002
H 0.493378 2.704149 -2.943862 0.0442 -0.0022 -0.0279
C -1.876614 0.154233 -3.767981 -0.0033 -0.0182 -0.0204
C -1.054330 -1.057415 -4.002943 -0.0543 0.0261 0.0566
N -0.357465 -1.708843 -3.090909 0.1792 -0.0466 0.0164
C 0.235341 -2.770941 -3.719512 0.0621 -0.0615 -0.1873
C -0.093049 -2.771419 -5.040151 -0.2430 0.1202 0.0623
N -0.921642 -1.685273 -5.189154 0.0235 -0.0382 -0.0680
C 0.247694 -3.617472 -6.207690 0.0443 0.0280 -0.0661
O 1.075185 -4.619842 -5.986309 0.0072 0.0034 -0.1046
O -0.218358 -3.357187 -7.289365 -0.0108 -0.0182 0.0503
C 1.121427 -3.625517 -2.902881 -0.2634 0.2447 0.0979
O 1.695399 -4.595597 -3.364347 0.0858 -0.0662 0.0774
O 1.169751 -3.189745 -1.677801 0.1871 -0.2186 -0.1039
H -1.501909 0.672789 -2.887247 0.0010 -0.0151 -0.0152
H -2.913856 -0.129068 -3.578224 0.0098 -0.0022 -0.0222
H -1.843704 0.819320 -4.630369 -0.0041 0.0079 0.0023
H -1.349546 -1.438758 -6.070467 0.0104 -0.0048 0.0199
H 1.372241 -4.662035 -5.040233 -0.0400 -0.0810 0.1132
C 3.030897 2.431790 3.362285 0.0462 0.0437 -0.0341
Si 1.355836 1.925482 4.043950 -0.0729 -0.0552 -0.0112
C 0.647117 3.431146 4.922409 0.0115 0.0349 0.0324
C 1.673778 0.574574 5.314002 0.0082 -0.0356 0.0084
Si -0.100794 1.108976 2.355742 0.0799 0.2079 0.1380
Te 1.663059 -0.182349 1.133662 -0.2156 -0.2856 -0.1895
Si -0.732222 2.998349 1.117389 -0.0163 -0.0564 -0.0335
C 0.786091 4.074567 0.854814 0.0497 0.0375 0.0034
C -2.028615 3.942899 2.099953 -0.0154 0.0499 0.0058
C -1.442630 2.669194 -0.592871 0.0116 -0.0758 0.0017
Si -1.807150 -0.040402 3.509691 0.0595 0.0465 -0.0541
C -1.169244 -1.722685 4.039330 -0.0105 -0.0730 0.0082
C -2.188405 0.997131 5.035913 -0.0442 -0.0280 0.0482
C -3.458958 -0.220603 2.635538 -0.0538 0.0132 -0.0288
H 3.651262 2.788649 4.190267 -0.0018 0.0114 -0.0098
H 2.954029 3.232998 2.625356 -0.0008 -0.0151 0.0089
H 3.546111 1.594924 2.889807 0.0048 -0.0166 0.0133
H 1.322822 3.716638 5.734492 -0.0172 0.0152 -0.0051
H -0.334949 3.242400 5.357492 -0.0112 0.0026 -0.0129
H 0.563393 4.287322 4.248517 -0.0103 -0.0218 0.0019
H 2.447976 0.900794 6.014397 -0.0053 0.0012 -0.0037
H 2.022217 -0.342398 4.832797 0.0021 0.0133 -0.0151
H 0.783930 0.328202 5.894875 -0.0136 -0.0023 -0.0019
H 1.169584 4.490538 1.788855 -0.0254 -0.0096 -0.0059
H 0.540175 4.909118 0.191604 0.0033 0.0054 0.0037
H 1.590537 3.499352 0.387530 -0.0180 -0.0049 0.0056
H -1.685247 4.186063 3.107695 0.0034 -0.0131 -0.0081
H -2.950401 3.362530 2.189153 0.0120 -0.0106 0.0113
H -2.277001 4.880801 1.594856 -0.0010 -0.0015 0.0105
H -0.736988 2.107877 -1.211183 -0.0577 0.0032 0.1109
H -1.639099 3.633955 -1.071536 -0.0095 -0.0119 -0.0325
H -2.374028 2.101892 -0.551755 -0.0003 0.0121 0.0153
H -0.528626 -1.632751 4.918663 0.0161 0.0023 0.0011
H -0.579405 -2.211376 3.260106 -0.0240 0.0484 -0.0110
H -2.007687 -2.375535 4.297474 0.0193 -0.0105 0.0241
H -1.339769 1.068756 5.716235 0.0131 0.0212 0.0014
H -3.015795 0.536363 5.584082 0.0116 0.0079 0.0049
H -2.496988 2.011260 4.769439 0.0101 -0.0145 -0.0180
H -3.434223 -0.940840 1.819576 -0.0008 -0.0096 0.0107
H -3.811842 0.734200 2.237047 0.0142 -0.0078 -0.0035
H -4.191942 -0.564563 3.372136 -0.0091 0.0187 -0.0144
Se -1.383617 -0.944013 -0.128273 -0.1310 -0.1198 0.1303
C -2.704438 -1.932198 -1.113393 0.0393 0.1523 0.1012
C -3.963226 -1.368466 -1.290020 -0.1165 -0.1044 -0.1071
C -4.938394 -2.102175 -1.953800 0.0506 0.0268 0.0379
N -4.745477 -3.326021 -2.438493 -0.0410 0.0155 -0.0132
C -3.542904 -3.863714 -2.244792 0.0949 0.0006 0.0361
C -2.501507 -3.221583 -1.589473 -0.1095 -0.0615 -0.0567
H -4.194050 -0.375493 -0.925000 0.0577 0.0126 0.0254
H -5.925181 -1.675956 -2.101778 -0.0078 -0.0133 -0.0146
H -3.399053 -4.868286 -2.629274 -0.0101 0.0025 -0.0092
H -1.552283 -3.724455 -1.456403 0.0267 0.0095 0.0202
C 0.313430 -4.944131 0.811319 -0.0096 -0.0352 -0.0530
O 0.330990 -3.538423 0.984902 0.0348 0.0286 0.0599
H -0.415161 -5.259718 0.057533 0.0015 0.0093 -0.0069
H 0.099070 -5.468581 1.746292 -0.0071 0.0206 0.0230
H 1.303633 -5.233249 0.466466 0.0010 0.0023 -0.0085
H -0.554225 -3.214510 1.187362 0.0111 -0.0056 -0.0225

=====

69
Properties=species:S:1:pos:R:3:forces:R:3 method="wB97M-V/def2-TZVPD" charge=-1
C 0.770259 -3.116324 -1.299221 -0.3905 0.1236 -0.0127
C 0.933498 -2.672987 -2.739120 0.5172 -0.5791 0.1967
Cl 1.267318 -4.191398 -3.720459 -0.0492 0.0510 -0.0923
C 2.066470 -1.677780 -3.101907 -0.7909 0.3436 -0.1630
Cl 1.394644 -0.668892 -4.436214 0.1463 -0.0475 -0.1242
C 2.563570 -0.790350 -1.941913 0.1639 0.6348 -0.4530
I 3.855932 0.817792 -2.718731 0.0665 -0.1590 0.0982
O 3.290436 -1.524607 -0.977224 -0.5292 -0.5431 -0.1628
C 4.189308 -2.453459 -1.360180 0.1625 0.0661 0.5909
O 4.835169 -2.414337 -2.362497 0.2306 0.0563 -0.8324
C 4.372904 -3.541970 -0.344596 0.1453 0.0067 0.0817
C 5.788890 -3.488319 0.291911 -0.4955 -0.0103 0.2993
N 5.782808 -3.572225 1.762661 -0.3398 0.0408 -0.3815
C 1.432370 -0.030939 -1.162708 0.0762 0.5049 0.7357
O 0.292196 -0.125934 -1.660820 -0.1136 -0.2096 -0.2808
O 1.808826 0.561045 -0.145343 -0.0933 -0.2565 -0.2331
H 1.698871 -3.358778 -0.806702 0.1981 -0.1158 0.0482
H 0.120787 -3.986690 -1.274558 -0.0155 -0.1315 -0.0341
H 0.265585 -2.325893 -0.753800 0.1117 0.1708 0.1472
H -0.011094 -2.316796 -3.115016 -0.0785 0.1841 -0.0411
H 2.871882 -2.210010 -3.584490 0.2651 -0.0185 0.2276
H 4.234012 -4.464501 -0.904807 -0.0127 -0.1719 0.0392
H 3.613258 -3.496916 0.428615 -0.1018 0.1172 0.1031
H 6.380460 -4.308065 -0.098440 0.2553 0.0240 -0.0766
H 6.245668 -2.544212 0.015976 0.3087 0.0003 -0.0748
H 5.279745 -2.754344 2.093610 0.1307 0.0924 0.1585
H 5.168169 -4.341037 2.011853 0.1594 -0.1557 0.1607
C -2.198346 0.751713 -0.151796 0.1121 -0.2740 0.0434
C -3.091567 1.543452 -0.756170 0.1941 -0.1180 0.0295
C -4.229968 2.197246 -0.026223 -0.1264 0.0364 0.2423
O -4.981007 2.920876 -0.658556 0.0492 -0.0149 -0.1271
C -4.379770 1.930808 1.395073 -0.0936 0.0770 -0.0696
C -3.496077 1.130704 2.003902 -0.1023 0.1065 0.0761
C -2.336057 0.500817 1.268116 0.1126 0.1307 -0.4711
O -1.582240 -0.185533 1.935631 0.0022 -0.0560 0.1868
O -3.533164 0.815930 3.290895 -0.0106 -0.0450 0.0108
O -3.026458 1.818156 -2.059567 -0.0938 0.0381 0.1627
H -1.365123 0.307049 -0.699437 0.1334 0.0851 0.0988
H -5.208862 2.390009 1.914692 0.0097 -0.0030 0.0145
H -2.782103 0.195235 3.403612 0.0110 -0.0897 0.1276
H -3.765566 2.418520 -2.266913 -0.0117 0.0039 -0.0914
C -2.795448 5.120295 -5.589709 -0.1060 -0.1046 0.0470
C -1.888131 6.024141 -5.976437 -0.2034 -0.0225 -0.0346
C -0.430613 5.907716 -5.610162 0.2369 -0.2713 0.2280
O 0.310347 6.781909 -6.033167 -0.0821 0.1515 -0.0974
C -0.010154 4.797120 -4.793718 0.0918 0.1556 -0.0923
C -0.913104 3.881101 -4.392046 0.1951 0.0151 0.0686
C -2.370765 3.985673 -4.787181 0.0217 0.1467 -0.1213
O -3.114537 3.105019 -4.407192 -0.1797 0.0091 -0.0762
O -0.592462 2.855072 -3.638438 -0.1629 0.0085 -0.0852
O -2.178665 7.091114 -6.710841 0.0106 0.0455 -0.0302
H -3.841356 5.193649 -5.851921 0.0015 0.0103 -0.0107
H 1.033640 4.733651 -4.521459 -0.0022 -0.0598 0.0265
H -1.395733 2.327668 -3.446748 0.0551 -0.0249 0.1066
H -1.328096 7.556818 -6.837615 0.0813 -0.0115 0.0154
C -2.253325 -2.505849 6.713662 -0.0614 -0.0378 -0.1327
C -1.719903 -2.312281 7.925994 -0.1528 -0.0982 -0.0892
C -0.513000 -1.434938 8.140949 0.2486 0.2278 -0.2753
O -0.117228 -1.311655 9.287745 -0.0830 -0.1036 0.1529
C 0.098020 -0.803683 6.992444 0.0421 0.0053 0.2176
C -0.428970 -0.995880 5.771470 0.2270 0.1476 -0.0409
C -1.653092 -1.854681 5.563140 -0.0277 -0.0791 0.1941
O -2.064232 -1.949416 4.425402 -0.1885 -0.0237 -0.1457
O 0.071707 -0.457237 4.676026 -0.1629 -0.1161 0.0663
O -2.197149 -2.863126 9.034610 0.0096 0.0018 0.0613
H -3.120145 -3.129879 6.549304 -0.0083 0.0007 0.0204
H 0.971923 -0.189793 7.156551 0.0019 0.0141 -0.0360
H -0.475472 -0.743245 3.913648 0.0340 0.0738 -0.1074
H -1.619690 -2.546336 9.756546 0.0506 0.0444 0.0127

=====

10
Properties=species:S:1:pos:R:3:forces:R:3 method="wB97M-V/def2-TZVPD" de_lowest_ev=3.8929
C 0.711090 0.103933 -1.198526 0.8661 0.4645 0.1467
C -0.412466 0.583736 -1.717048 2.9062 3.1293 2.4574
N -0.236943 -0.698259 2.198818 2.0269 2.6107 -1.7393
N -0.411189 -1.322912 1.185979 -0.2790 -0.6725 0.2324
Cl -0.896579 2.363562 -1.490889 0.3100 -2.4059 -0.3825
H 0.953461 -0.939950 -1.457866 -0.2210 0.5713 0.3751
H 1.487150 0.647470 -0.589806 -1.1523 -0.4412 -0.7659
H -0.623890 -0.857034 3.097274 -0.9415 -0.7233 1.5028
H -0.946342 -0.100612 -2.227513 -2.6996 -1.2036 -1.9630
H 0.375709 0.220067 2.199577 -0.8158 -1.3293 0.1362

=====

19
Properties=species:S:1:pos:R:3:forces:R:3 method="wB97M-V/def2-TZVPD" de_lowest_ev=1.2008
N -1.263132 0.843445 2.020417 0.0435 0.0822 0.3319
C -0.487319 1.126205 0.902002 -0.4466 0.4670 0.1337
C -0.950564 1.301536 -0.331675 0.2741 0.0670 -0.9787
N -0.103420 1.549498 -1.451531 0.5989 -0.6438 0.1093
H -0.801692 0.461025 2.824367 0.0180 -0.1302 -0.0461
H -2.211555 0.536117 1.904719 0.0135 -0.1236 -0.1666
H 0.545872 1.363003 1.129454 0.0535 -0.1335 -0.0678
H -1.956313 1.075230 -0.668643 -0.2105 0.1001 0.5560
H 0.879548 1.489414 -1.224018 -0.0069 0.0923 -0.0316
H -0.291726 2.321447 -2.068693 -0.3147 0.1591 0.2373
O 3.104140 0.508749 -0.947067 -0.2894 -0.1882 0.5474
H 3.334006 1.432904 -0.820404 0.1597 -0.0204 -0.3472
H 3.159032 0.285445 -1.876878 0.1226 0.2707 -0.1954
O -1.077820 -1.653038 -1.181590 -0.2123 0.2699 0.1644
H -0.513984 -2.342875 -1.537841 0.1690 0.0770 0.0155
H -0.602318 -0.810076 -1.236626 0.0289 -0.2572 -0.2242
O -0.085784 -2.854188 1.333083 -0.9506 -1.1258 -0.1166
H 0.743263 -2.977497 1.778407 0.4844 0.6786 0.1208
H -0.279596 -1.968110 1.031874 0.4649 0.3588 -0.0421

=====

22
Properties=species:S:1:pos:R:3:forces:R:3 method="wB97M-V/def2-TZVPD" de_lowest_ev=2.3453 charge=-1
C 0.298884 -0.234622 -0.047142 -1.2453 -1.0499 -0.8765
C 0.021383 0.279930 -1.508733 2.3185 1.5669 0.8987
C 1.326545 0.851392 -2.047850 -0.7387 2.6939 0.2911
C -0.916509 1.427904 -1.736901 -4.5377 -3.9286 1.7195
N -0.564464 -1.403290 0.359384 4.3242 -1.5246 -2.0067
C 0.197877 -2.074578 1.553906 0.2603 2.9315 -0.2150
O 0.331392 -1.121464 2.525223 0.8936 -1.4691 -0.5998
H 1.351290 -0.571934 -0.132187 -0.6137 0.0582 0.7623
H 0.120707 0.446326 0.782642 0.8511 0.9097 -0.5375
H -0.223057 -0.555437 -2.094375 -0.5598 -1.3235 -0.6717
H 1.397008 2.019802 -1.821517 -0.0867 -2.3515 -0.6368
H 1.282907 0.682820 -3.101094 0.7002 0.2082 -0.9225
H 2.154456 0.451062 -1.561266 1.7482 -0.9789 0.2794
H -1.704919 1.059132 -0.984082 0.1626 1.5505 -0.9503
H -0.511326 2.310998 -1.451894 0.9958 2.6999 1.0240
H -1.460412 1.534257 -2.679022 0.5095 -0.2839 -0.2134
H -1.285193 -0.992430 0.836846 -2.4171 0.9973 1.5390
H -0.466880 -2.846644 1.768346 -1.4783 -1.8168 0.9270
H 1.155100 -2.618400 1.253583 -0.5440 0.8935 -0.4495
H -0.490099 0.352552 2.600401 -1.0332 -0.6091 2.5458
H -0.885314 0.313324 4.134429 1.4162 -1.9509 2.6086
O -1.129366 0.689300 3.351303 -0.9257 2.7772 -4.5156

=====

Calculated F_max in order - 2.12, 0.54, 0.90, 4.93, 1.48, 6.24 eV/A
Calculated LUMO energy in order - 2.74, -1.07, 0.04, 0.80, 0.53, 3.72 eV